Record 1
Entry from the Open Molecules 2025 dataset: the molecule C23H49BN2O4 (ωB97M-V with the def2-TZVPD basis set).

Structure (XYZ):
```
79
C23H49BN2O4 (ωB97M-V with the def2-TZVPD basis set)
O 0.543 -4.226 -1.870
O 2.476 -3.033 -1.637
O 0.947 0.415 -1.547
O 2.032 -0.550 -3.536
N 3.747 -3.702 0.335
N 0.281 -1.919 -2.177
C 1.066 -3.102 -1.915
C -2.160 2.948 -1.410
C 2.879 0.621 -3.370
C 0.530 3.127 0.164
C -3.564 3.178 -2.147
C -2.229 -2.128 -2.564
C -0.498 4.340 0.184
C 2.566 1.970 1.213
C -2.472 -0.973 -1.487
C 2.257 0.912 3.672
C -3.086 -1.564 -0.117
C -0.775 -2.135 -3.215
C -1.606 -1.957 2.086
C -0.556 -2.985 2.739
C 2.575 -2.928 -0.178
C -1.516 4.363 -1.048
C 0.054 -2.471 4.132
C -3.817 2.242 -3.424
C -2.020 -2.521 0.632
C 1.418 -1.619 3.934
C 1.372 2.972 1.543
C 1.124 -0.151 3.308
C 3.248 1.274 2.477
B 1.119 -0.709 -2.458
H 2.312 1.602 -3.360
H 4.604 -3.140 0.293
H 0.104 5.316 0.122
H -2.505 -3.541 0.797
H 4.164 1.842 2.873
H 0.625 2.597 2.308
H -1.082 -3.982 2.906
H -1.521 2.313 -2.118
H -2.390 5.047 -0.757
H -3.570 4.262 -2.512
H 1.638 -3.357 0.320
H -3.091 1.373 -3.515
H 1.220 3.117 -0.753
H -1.126 4.322 1.135
H -4.446 3.084 -1.436
H 1.758 1.865 4.029
H -4.010 -2.168 -0.438
H 0.296 -3.136 1.983
H -0.070 2.149 0.086
H 2.239 1.216 0.431
H 2.906 0.471 4.508
H -2.975 -1.980 -3.409
H -1.003 4.745 -2.001
H -1.088 -2.566 -0.018
H -0.708 -1.796 4.659
H 2.735 -1.835 0.108
H 0.325 -3.394 4.731
H 0.943 -0.291 2.192
H -3.789 2.897 -4.362
H 3.676 0.273 2.100
H 3.568 0.648 -4.283
H 3.386 2.600 0.712
H -2.522 -1.874 2.771
H 2.051 -2.157 3.158
H 3.528 0.533 -2.440
H -0.732 -1.226 -3.919
H 1.706 4.031 1.812
H 0.116 0.157 3.766
H -4.892 1.865 -3.351
H -3.456 -0.733 0.583
H 3.543 -3.831 1.339
H -2.481 -3.137 -2.087
H 1.000 -0.022 -0.664
H -3.245 -0.225 -1.883
H -0.616 -3.054 -3.857
H 1.969 -1.550 4.930
H -2.353 2.288 -0.490
H -1.134 -0.929 1.893
H -1.545 -0.375 -1.217
```

Values from the calculation:
Net charge: 0
Structure (SMILES): CCCCCCCCCCCCCCCCCCCCN(B(O)OC)C(=O)OCN
HOMO energy, eV: -10.0112
Energy, Ha: -1341.03138

Record 2
Entry from the Open Molecules 2025 dataset: a cluster of 6 separate species, C23H49BrN2O15PS7 in total (ωB97M-V with the def2-TZVPD basis set).

Structure (XYZ):
```
98
C23H49BrN2O15PS7 (ωB97M-V with the def2-TZVPD basis set)
Br -5.122 -7.238 -3.342
S -0.640 -4.936 -3.109
S -1.319 -7.752 -3.315
S -1.229 1.422 -1.148
S -0.537 -2.188 1.550
S -1.710 5.891 1.636
S 0.856 7.832 6.035
S 5.117 -4.284 -6.460
P -1.589 -3.055 -2.523
O 6.426 -3.917 -5.963
O 0.492 6.432 5.957
O 0.511 -5.215 -2.091
O -0.846 -8.422 -1.993
O -0.070 -7.791 -4.276
O 0.004 -4.697 -4.503
O -1.650 -2.272 2.476
O -2.345 -2.388 -3.947
O -0.572 -2.802 0.240
O -1.955 0.179 -0.976
O 0.071 1.649 -0.553
O 0.206 8.847 5.232
O -0.899 6.669 0.721
O 4.709 -4.037 -7.829
O -2.912 5.204 1.212
N -1.918 -6.126 -3.095
N -2.873 -3.386 -1.327
C 3.882 -3.625 -5.350
C -0.602 5.215 3.952
C -0.055 -0.478 1.365
C -3.892 -9.532 -1.760
C 4.203 -5.977 -4.691
C 4.829 -6.001 -6.077
C 0.826 8.353 7.743
C 3.193 -4.830 -4.712
C -1.133 1.811 -2.889
C 1.305 -0.341 2.048
C -2.071 3.810 -1.796
C -1.896 5.974 4.241
C -4.033 -8.953 -3.297
C 1.995 -1.702 1.971
C -2.298 2.777 -0.702
C 2.282 8.589 8.143
C -2.106 6.899 3.051
C -0.668 4.730 2.505
C 0.944 -2.722 2.384
C 3.047 8.978 6.879
C 2.618 7.980 5.814
C -2.035 3.025 -3.106
C -2.620 -8.853 -4.122
H 3.176 -3.011 -5.916
H 2.321 -1.894 0.942
H -4.708 -9.748 -3.878
H -2.730 5.267 4.319
H -2.869 -8.355 -5.175
H -4.995 -9.564 -1.309
H -0.806 0.164 1.832
H -0.460 4.378 4.643
H 0.756 -2.679 3.461
H -3.711 -2.822 -1.642
H -1.110 4.315 -1.641
H 2.840 8.313 4.799
H 4.972 -5.778 -3.935
H 4.130 8.956 7.037
H -3.328 2.409 -0.716
H -1.675 3.640 -3.937
H -1.838 6.534 5.179
H 1.194 -3.741 2.086
H 2.359 9.360 8.916
H 3.061 6.996 5.994
H 1.164 -0.063 3.099
H 0.253 5.892 4.076
H 5.768 -6.555 -6.115
H 4.128 -6.396 -6.819
H -2.857 4.571 -1.800
H -3.129 7.271 2.971
H 0.363 7.573 8.353
H -1.470 0.950 -3.472
H 1.905 0.444 1.578
H -2.165 -9.915 -4.375
H -3.462 -10.619 -1.690
H 2.705 7.666 8.557
H -2.543 -2.904 -0.437
H -2.043 3.142 0.294
H 2.876 -1.748 2.619
H -3.293 -8.748 -1.105
H 0.322 4.712 2.041
H -1.130 3.741 2.435
H 2.769 9.994 6.576
H 2.324 -5.120 -5.315
H 3.728 -6.932 -4.448
H 4.391 -3.012 -4.602
H -0.091 2.038 -3.128
H 0.239 9.273 7.807
H 2.831 -4.591 -3.707
H -3.048 2.691 -3.359
H -1.402 7.736 3.074
H 0.010 -0.259 0.296
H -1.645 -2.321 -4.663
```

Values from the calculation:
Net charge: -1
HOMO energy, eV: -5.0993
Energy, Ha: -7846.42809

Record 3
Entry from the Open Molecules 2025 dataset: a cluster of 7 separate species, C23H49N13O11Si in total (ωB97M-V with the def2-TZVPD basis set).

Structure (XYZ):
```
97
C23H49N13O11Si (ωB97M-V with the def2-TZVPD basis set)
Si 1.093 1.069 -0.868
O -6.148 1.224 3.762
O 1.632 -7.121 0.860
O -0.119 2.330 -3.871
O 2.533 -1.443 -4.621
O 6.492 -6.100 0.572
O 3.905 -1.905 -0.321
O -1.027 0.746 -2.498
O -2.798 3.879 -5.631
O -1.856 1.970 -6.300
O -1.840 8.597 0.117
O -2.705 0.301 3.213
N 0.751 -6.976 2.946
N 5.245 -7.968 0.891
N -4.035 0.226 1.396
N -7.069 1.323 5.833
N 5.693 -3.291 -0.502
N 1.853 -0.431 -6.529
N -1.694 7.230 1.923
N -1.653 6.358 -0.206
N 4.267 -3.468 1.287
N 1.599 -2.710 -6.257
N 5.156 -6.829 -1.108
N -4.780 1.255 5.569
N 3.039 -7.077 2.634
C -0.798 3.547 2.834
C -0.852 1.173 -1.077
C 5.683 -6.911 0.138
C 1.716 0.186 0.675
C -2.836 3.278 1.081
C -2.470 2.082 -3.965
C -1.628 0.067 -0.337
C -2.070 3.848 3.264
C -1.736 7.475 0.578
C 1.831 0.140 -2.351
C -1.559 2.996 0.625
C -6.005 1.264 4.977
C -1.396 2.594 -0.836
C -1.497 -0.021 1.195
C 1.795 -7.061 2.067
C -2.338 2.616 -5.404
C -2.784 0.186 2.000
C -0.538 3.138 1.551
C 4.577 -2.824 0.122
C -3.103 3.687 2.360
C -1.064 1.741 -3.414
C 1.921 2.791 -0.929
C 2.032 -1.522 -5.726
H 0.009 3.667 3.552
H 2.767 -0.150 0.477
H 1.747 0.816 1.574
H -4.732 0.560 2.065
H 1.311 3.589 -0.486
H -1.304 -0.885 -0.774
H -2.406 2.658 -1.266
H -0.775 3.374 -1.297
H -3.671 3.182 0.389
H -4.635 1.288 6.560
H -6.978 1.356 6.830
H -1.679 6.492 -1.199
H -1.610 6.310 2.318
H 6.251 -4.049 -0.144
H 2.862 2.753 -0.371
H -1.753 8.022 2.533
H 5.622 -8.057 1.817
H 3.451 -3.158 1.780
H -2.679 0.164 -0.645
H 1.714 -3.530 -5.693
H 3.203 -7.032 3.622
H 1.159 -0.741 0.856
H 4.809 -4.225 1.661
H 1.951 0.913 -3.119
H -3.363 4.158 -4.902
H -2.960 2.853 -3.360
H 0.864 -6.925 3.940
H -1.566 5.430 0.166
H 5.957 -2.849 -1.363
H 5.452 -6.062 -1.684
H 3.824 -7.137 1.998
H 4.584 -8.650 0.565
H 1.182 -2.795 -7.164
H -1.185 -1.040 1.457
H 2.071 3.082 -1.974
H -4.115 3.904 2.687
H -3.122 1.203 -3.958
H 0.491 2.930 1.279
H -4.069 0.847 0.597
H 1.162 -0.629 -2.729
H 2.154 0.456 -6.170
H -7.985 1.331 5.426
H 2.833 -0.218 -2.106
H -3.982 1.212 4.956
H -0.771 0.642 1.660
H 1.439 -0.471 -7.440
H -2.257 4.199 4.272
H -0.174 -6.963 2.559
H 4.489 -7.483 -1.473
```

Values from the calculation:
Net charge: 0
Structure (SMILES): C[Si](C)(C)[C@@](CCC(N)=O)(Cc1ccccc1)OC(=O)CC(=O)O.NC(N)=O.NC(N)=O.NC(N)=O.NC(N)=O.NC(N)=O.NC(N)=O
HOMO energy, eV: -9.1918
Energy, Ha: -2735.07352

Record 4
Entry from the Open Molecules 2025 dataset: a cluster of 2 separate species, C23H49N3OPS in total (ωB97M-V with the def2-TZVPD basis set).

Structure (XYZ):
```
78
C23H49N3OPS (ωB97M-V with the def2-TZVPD basis set)
S 1.248 -0.390 1.570
P -0.409 0.553 1.465
O -2.934 2.198 -1.945
N -1.241 4.332 -3.449
N 5.041 -3.225 2.086
N -0.768 1.210 -0.210
C -0.644 4.444 -2.344
C -2.223 -2.121 -1.599
C 1.614 3.208 1.203
C -0.244 5.750 -1.705
C 7.055 -2.331 3.395
C -1.096 2.727 -0.438
C -1.191 -1.074 -1.152
C 4.018 -2.434 -0.025
C 5.614 -2.854 3.369
C 4.898 -2.109 1.172
C -4.721 -2.078 -0.844
C -6.758 -0.682 -0.156
C 6.890 -4.421 0.778
C -0.258 3.145 -1.657
C -2.594 2.806 -0.736
C 0.537 3.970 1.250
C -0.852 3.646 0.771
C -7.160 0.159 -1.377
C -2.492 0.868 -2.082
C -5.240 -0.871 -0.049
C -1.831 0.278 -0.846
C 5.536 -4.460 1.497
C -3.262 -2.463 -0.509
H 4.963 -2.088 3.802
H -0.590 1.638 2.320
H -7.264 -1.650 -0.165
H 7.728 -4.379 1.471
H -3.218 -3.531 -0.294
H 6.966 -3.569 0.101
H -7.191 1.219 -1.115
H -1.537 -0.253 1.631
H 4.438 -1.291 1.736
H 5.863 -1.722 0.806
H 7.268 -1.899 4.374
H -1.657 -3.018 -1.858
H 7.219 -1.552 2.650
H 0.634 4.967 1.670
H -2.870 3.857 -0.825
H 4.785 -4.821 0.790
H -2.609 0.139 -0.093
H -1.327 4.589 0.495
H -2.719 -1.799 -2.517
H -7.097 -0.169 0.747
H -8.134 -0.124 -1.773
H -3.368 0.241 -2.273
H 5.535 -3.719 4.033
H 0.666 5.656 -1.112
H -2.989 -1.955 0.424
H 5.564 -5.213 2.288
H -1.429 5.247 -3.862
H 1.673 2.319 0.588
H 7.782 -3.124 3.228
H 3.839 -1.527 -0.608
H -4.785 0.041 -0.464
H -1.846 0.780 -2.964
H 4.477 -3.162 -0.694
H -0.117 6.519 -2.467
H 3.055 -2.828 0.304
H -0.353 2.378 -2.430
H -1.036 6.098 -1.034
H 2.510 3.445 1.762
H -4.799 -1.850 -1.912
H -0.443 -0.941 -1.943
H -1.452 3.290 1.617
H -6.420 0.060 -2.177
H 0.795 3.187 -1.362
H -3.172 2.406 0.113
H 7.011 -5.325 0.179
H 0.099 1.000 -0.715
H -5.379 -2.921 -0.626
H -4.920 -0.948 0.996
H -0.681 -1.474 -0.272
```

Values from the calculation:
Net charge: +1
HOMO energy, eV: -9.7425
Energy, Ha: -1884.49101